A structure of composition C9H17N3O4 in a non-equilibrium geometry, computed with ωB97M-V/def2-TZVPD.

Output
- total charge = 0
- largest force on an atom (hartree/bohr) = 0.1125
- HOMO (eV) = -9.66
- ΔE to the lowest compared entry with this formula, charge and spin (kcal/mol) = 124.8

Element x y z (Å)
C  0.28  -1.00  -1.69
C  0.00  -1.13  -0.29
C  1.84  -0.97  -1.88
C  2.31  -1.20  -3.38
C  -0.71  0.12  1.75
C  -1.81  -0.77  2.39
C  -0.62  1.62  2.02
C  -1.82  2.36  1.23
C  -0.67  2.03  3.42
H  -1.25  -0.14  -2.91
H  0.41  0.51  -2.97
H  -0.34  -1.92  -2.11
H  2.10  0.02  -1.44
H  2.31  -1.55  -1.13
H  3.72  -2.35  -4.60
H  3.69  -2.53  -2.81
H  -0.63  0.78  -0.40
H  0.35  -0.25  2.09
H  0.43  1.82  1.54
H  -2.74  2.28  1.86
H  -1.60  3.56  0.79
H  -1.98  1.60  0.13
H  -0.04  1.13  4.02
H  -1.68  2.23  4.04
H  -0.11  3.16  3.26
H  -1.08  -2.27  1.34
N  -0.42  0.15  -2.25
N  3.35  -2.05  -3.71
N  -0.53  -0.01  0.20
O  0.12  -2.24  0.20
O  1.52  -0.62  -4.20
O  -2.54  -0.26  3.34
O  -1.83  -2.09  2.15

These are the Mulliken partial charges, in e, on atoms 1 to 5: atom 1 (C): 0.594, atom 2 (C): -0.047, atom 3 (C): -1.426, atom 4 (C): 0.706, atom 5 (C): -0.700